(1)
The following is a quantum chemistry calculation of a gas-phase ion, C5H11NO (charge +1) at a distorted geometry, from OMol25.

## Properties
- LUMO (spin up / spin down): -4.10 / -8.95 eV
- Highest occupied orbital energy (spin up / spin down): -0.57020 / -0.56988 Eh
- Kohn-Sham gap (spin up / spin down): 11.41 / 6.56 eV

ORCA input file:
```
! RIJCOSX wB97M-V def2-TZVPD def2/J DEFGRID3
* xyz 1 2
C -0.577 2.326 -0.313
C -1.417 1.134 0.113
C -0.721 -0.176 -0.276
C 0.474 -0.484 0.675
C 0.890 -1.909 0.455
N 1.741 -2.220 -0.481
O 0.377 -2.838 1.132
H -0.952 3.318 -0.043
H -0.409 2.335 -1.388
H 0.421 2.232 0.130
H -1.515 1.174 1.198
H -2.410 1.130 -0.327
H -1.405 -1.035 -0.238
H -0.358 -0.102 -1.297
H 1.358 0.127 0.469
H 0.165 -0.295 1.710
H 2.077 -3.183 -0.516
H 2.263 -1.533 -1.005
*
```

---

(2)
The following is a quantum chemistry calculation of 2 unconnected molecules or ions with the total composition C5H11NO at a distorted geometry, from OMol25.

## Properties
- LUMO (spin up / spin down): -4.65 / -7.42 eV
- Highest occupied orbital energy (spin up / spin down): -0.50813 / -0.50618 Eh
- Kohn-Sham gap (spin up / spin down): 9.17 / 6.35 eV

ORCA input file:
```
! RIJCOSX wB97M-V def2-TZVPD def2/J DEFGRID3
* xyz 1 2
N -0.020 2.152 0.615
C 0.863 1.136 0.254
C 0.419 0.334 -0.740
C -0.986 0.261 -1.069
C -1.950 -0.676 -1.080
C 2.110 0.670 1.062
H -0.520 2.276 1.504
H -0.593 2.528 -0.209
H 1.024 0.078 -1.614
H -1.405 1.270 -1.405
H -2.997 -0.538 -0.856
H -1.527 -1.661 -1.375
H 2.241 -0.266 1.579
H 3.072 0.787 0.457
H 2.222 1.376 1.897
H -1.184 -3.786 0.548
H -0.315 -2.562 0.420
O -0.454 -3.379 0.011
*
```

---

(3)
The following is a quantum chemistry calculation of a molecular structure, C5H11NO2 at a distorted geometry, from OMol25.

## Properties
- LUMO: 0.44 eV
- Highest occupied orbital energy: -0.35951 Eh
- Kohn-Sham gap: 10.23 eV

ORCA input file:
```
! RIJCOSX wB97M-V def2-TZVPD def2/J DEFGRID3
* xyz 0 1
C -1.174 -0.228 -1.020
C 0.046 -0.573 -0.108
C 1.213 0.281 -0.577
C -0.218 -0.390 1.405
C -0.441 1.078 1.711
H -2.156 -0.657 -0.658
H -1.299 0.616 -0.766
H -1.028 -0.629 -2.127
H 0.178 -1.857 -0.398
H 0.880 1.183 -0.880
H 1.987 0.095 0.268
H 2.302 0.549 -2.080
H 2.052 -1.097 -1.802
H 0.521 -1.032 1.904
H -1.107 -1.234 2.019
H -2.148 0.743 1.194
N 1.676 -0.160 -1.928
O -1.663 1.498 1.509
O 0.379 1.814 2.333
*
```

---

(4)
The following is a quantum chemistry calculation of a single C5H11NO2 molecule at a distorted geometry, from OMol25.

## Properties
- LUMO: 0.79 eV
- SMILES: CC(=O)N(C)CCO
- Highest occupied orbital energy: -0.32321 Eh
- Kohn-Sham gap: 9.58 eV

ORCA input file:
```
! RIJCOSX wB97M-V def2-TZVPD def2/J DEFGRID3
* xyz 0 1
C 2.493 1.254 -0.264
C 1.346 0.423 -0.780
N 0.372 -0.039 0.102
C 0.442 -1.458 0.455
C -0.959 0.387 -0.368
C -2.212 0.136 0.673
O -2.403 -1.238 0.660
O 1.297 0.150 -1.901
H 3.214 1.528 -1.069
H 3.191 0.615 0.265
H 2.114 2.273 -0.073
H 0.839 -2.067 -0.337
H 0.964 -1.590 1.380
H -0.618 -1.790 0.835
H -0.902 1.506 -0.146
H -1.240 0.353 -1.377
H -1.840 0.379 1.678
H -3.094 0.587 0.249
H -3.002 -1.407 0.018
*
```

---

(5)
The following is a quantum chemistry calculation of a molecular structure, C5H11NO2 at a distorted geometry, from OMol25.

## Properties
- LUMO: 0.77 eV
- Highest occupied orbital energy: -0.33891 Eh
- Kohn-Sham gap: 9.99 eV

ORCA input file:
```
! RIJCOSX wB97M-V def2-TZVPD def2/J DEFGRID3
* xyz 0 1
C 1.093 0.533 -0.059
C -1.072 1.455 -0.703
C -0.272 -1.598 1.470
C 1.327 -0.245 -1.349
N -0.336 0.615 0.239
C -1.071 -0.576 0.699
O -0.654 0.933 1.544
O -2.191 -0.760 0.285
H 1.490 1.550 -0.127
H 1.576 0.041 0.784
H -0.644 2.456 -0.691
H -1.028 1.021 -1.700
H -2.109 1.489 -0.371
H -0.989 -2.273 1.932
H 0.363 -2.172 0.801
H 0.337 -1.140 2.253
H 0.692 -1.127 -1.387
H 1.127 0.363 -2.227
H 2.364 -0.566 -1.395
*
```

---

(6)
The following is a quantum chemistry calculation of a single C5H11NO2 molecule at a distorted geometry, from OMol25.

## Properties
- LUMO: 0.62 eV
- SMILES: CCCCCON=O
- Highest occupied orbital energy: -0.37370 Eh
- Kohn-Sham gap: 10.78 eV

ORCA input file:
```
! RIJCOSX wB97M-V def2-TZVPD def2/J DEFGRID3
* xyz 0 1
C 1.500 1.913 0.193
C 2.151 0.510 0.154
C 1.507 -0.547 -0.705
C 0.749 -1.652 -0.108
C -0.462 -1.280 0.712
H 2.143 2.613 0.711
H 0.532 1.799 0.776
H 1.273 2.278 -0.757
H 2.366 0.140 1.171
H 3.142 0.737 -0.251
H 2.305 -1.032 -1.231
H 0.785 -0.138 -1.437
H 1.429 -2.094 0.673
H 0.403 -2.435 -0.786
H -1.015 -2.145 1.126
H -0.314 -0.598 1.569
N -1.897 0.549 0.299
O -1.343 -0.601 -0.259
O -2.711 1.022 -0.382
*
```

---

(7)
The following is a quantum chemistry calculation of a single C5H11NO2 molecule at a distorted geometry, from OMol25.

## Properties
- LUMO: 0.71 eV
- SMILES: C/C(CO)=C(/C)ON
- Highest occupied orbital energy: -0.30796 Eh
- Kohn-Sham gap: 9.09 eV

ORCA input file:
```
! RIJCOSX wB97M-V def2-TZVPD def2/J DEFGRID3
* xyz 0 1
C 1.769 -0.772 0.444
C 1.155 1.892 -0.082
C -1.216 -1.285 0.579
C 0.590 0.541 0.100
C -0.550 -0.003 0.293
N -2.676 0.959 -0.952
O -1.622 1.266 -0.098
O 1.613 -1.895 -0.370
H 2.416 -2.076 -0.870
H -2.313 0.622 -1.845
H -3.258 0.225 -0.546
H 2.711 -0.244 0.272
H 1.693 -1.055 1.498
H 1.804 1.922 -0.959
H 1.741 2.189 0.789
H 0.337 2.598 -0.211
H -1.175 -1.970 -0.270
H -0.742 -1.770 1.428
H -2.276 -1.145 0.800
*
```

---

(8)
The following is a quantum chemistry calculation of a single C5H11NO2 molecule, from OMol25.

## Properties
- LUMO: -0.92 eV
- Highest occupied orbital energy: -0.31952 Eh
- Kohn-Sham gap: 7.77 eV

ORCA input file:
```
! RIJCOSX wB97M-V def2-TZVPD def2/J DEFGRID3
* xyz 0 1
C 0.284 -0.883 -0.557
C 0.135 2.015 0.979
C -2.081 -0.675 -0.264
C 1.427 -0.474 -1.458
N -0.815 -0.062 -0.577
C 0.701 -0.566 1.109
O -0.425 0.734 1.193
O 1.847 -0.267 1.356
H 0.073 -1.958 -0.549
H 0.111 -1.290 1.687
H -0.110 2.372 -0.026
H 1.224 1.970 1.086
H -0.273 2.707 1.720
H -2.015 -1.491 0.466
H -2.785 0.080 0.078
H -2.449 -1.099 -1.208
H 2.343 -0.973 -1.139
H 1.591 0.601 -1.397
H 1.218 -0.738 -2.497
*
```

---

(9)
The following is a quantum chemistry calculation of 3 unconnected molecules or ions with the total composition C5H11NO2 at a distorted geometry, from OMol25.

## Properties
- LUMO: 0.46 eV
- Highest occupied orbital energy: -0.29030 Eh
- Kohn-Sham gap: 8.36 eV

ORCA input file:
```
! RIJCOSX wB97M-V def2-TZVPD def2/J DEFGRID3
* xyz 0 1
C -0.583 0.955 -0.055
C 1.164 -2.399 0.494
C -0.202 2.400 0.091
C 0.287 -0.033 0.463
C 0.137 -1.373 0.080
N -1.928 0.703 -0.032
O 1.388 0.415 1.186
O -0.727 -1.680 -0.808
H 2.125 -0.193 1.064
H -0.528 -0.514 -1.941
H -0.367 0.333 -2.072
H -2.528 1.357 -0.509
H -2.165 -0.271 -0.193
H 2.081 -2.282 -0.091
H 0.764 -3.395 0.314
H 1.413 -2.309 1.552
H -0.357 2.721 1.122
H 0.854 2.533 -0.124
H -0.830 3.029 -0.540
*
```

---

(10)
The following is a quantum chemistry calculation of 2 unconnected molecules or ions with the total composition C5H11NO2 at a distorted geometry, from OMol25.

## Properties
- LUMO: 0.79 eV
- Highest occupied orbital energy: -0.28937 Eh
- Kohn-Sham gap: 8.67 eV

ORCA input file:
```
! RIJCOSX wB97M-V def2-TZVPD def2/J DEFGRID3
* xyz 0 1
C -1.030 1.350 0.819
C 0.523 -0.915 1.719
C 1.222 0.206 -2.639
N -0.455 -0.670 0.662
C 0.765 0.212 -1.218
C 0.089 -0.783 -0.658
O -1.450 1.377 2.145
O -2.080 1.129 0.058
H -2.711 0.469 0.518
H -0.733 1.728 2.684
H 0.775 1.179 -0.670
H -1.234 -1.313 0.775
H -0.069 -1.735 -1.163
H 1.293 -0.146 1.661
H 0.036 -0.874 2.693
H 1.016 -1.888 1.614
H 0.692 0.977 -3.199
H 2.287 0.456 -2.688
H 1.064 -0.759 -3.112
*
```

---

(11)
The following is a quantum chemistry calculation of 2 unconnected molecules or ions with the total composition C5H11NO2 at a distorted geometry, from OMol25.

## Properties
- LUMO: 0.55 eV
- SMILES: CC(C)(C)N=C=O.O
- Highest occupied orbital energy: -0.37958 Eh
- Kohn-Sham gap: 10.88 eV

ORCA input file:
```
! RIJCOSX wB97M-V def2-TZVPD def2/J DEFGRID3
* xyz 0 1
C -1.322 1.728 0.765
C 0.817 0.738 -1.218
C 1.726 0.518 1.192
C 0.437 -1.323 0.185
C 0.672 0.194 0.214
N -0.555 0.826 0.759
O -2.144 2.543 0.921
O -2.970 -1.688 -0.998
H -2.386 -0.976 -0.999
H 1.088 1.747 -1.139
H 1.616 0.123 -1.641
H -0.109 0.604 -1.687
H 2.592 -0.010 0.876
H 1.314 0.157 2.178
H 1.965 1.682 1.038
H 1.304 -1.889 -0.335
H 0.198 -1.918 1.017
H -0.374 -1.596 -0.525
H -3.871 -1.458 -0.605
*
```

---

(12)
The following is a quantum chemistry calculation of 2 unconnected molecules or ions with the total composition C5H11NO2 at a distorted geometry, from OMol25.

## Properties
- LUMO: -1.64 eV
- Highest occupied orbital energy: -0.28630 Eh
- Kohn-Sham gap: 6.15 eV

ORCA input file:
```
! RIJCOSX wB97M-V def2-TZVPD def2/J DEFGRID3
* xyz 0 1
C -0.995 3.005 0.219
N -1.722 1.721 0.193
C -1.026 0.554 -0.224
C -0.156 -0.150 0.750
C 0.975 0.762 0.743
O 0.175 -1.500 0.296
C -1.483 -0.047 -1.424
O -2.433 0.432 -2.043
H -1.702 3.762 0.559
H -0.569 3.277 -0.755
H -0.177 2.900 0.922
H -2.431 1.750 -0.540
H 4.318 -7.807 -0.066
H -0.703 -0.257 1.689
H 1.539 0.786 -0.180
H 1.352 1.174 1.666
H 5.019 -8.053 0.063
H 1.066 -1.348 -0.046
H -1.047 -0.960 -1.824
*
```

---

(13)
The following is a quantum chemistry calculation of a single C5H11NO2 molecule at a distorted geometry, from OMol25.

## Properties
- LUMO: 0.83 eV
- SMILES: CCN[C@H](C=O)CO
- Highest occupied orbital energy: -0.32778 Eh
- Kohn-Sham gap: 9.75 eV

ORCA input file:
```
! RIJCOSX wB97M-V def2-TZVPD def2/J DEFGRID3
* xyz 0 1
C 1.555 -0.895 0.700
N 0.608 0.251 0.745
C -0.571 -0.238 0.098
C -1.558 0.823 0.519
O -1.522 2.033 -0.322
C -0.848 -0.345 -1.466
O -0.952 -1.454 -1.937
C 2.923 -0.519 1.299
H 1.244 -1.802 1.225
H 1.665 -1.205 -0.265
H 1.121 1.015 0.325
H -0.872 -1.207 0.426
H -1.345 1.134 1.564
H -2.621 0.548 0.289
H -1.444 2.804 0.187
H -0.829 0.522 -2.156
H 2.772 -0.499 2.415
H 3.675 -1.168 1.014
H 3.160 0.512 0.938
*
```

---

The calculation returns the following electronic energy values, one per record and in order: -8892.282, -8889.450, -10944.249, -10945.524, -10945.882, -10945.285, -10943.916, -10943.944, -10946.156, -10945.084, -10947.713, -10943.173, -10946.244 eV.
The calculation returns the following energy above the lowest of the compared OMol25 structures with the same formula, charge and spin values, one per record and in order: 24.31, 89.62, 115.72, 86.32, 78.07, 91.83, 123.40, 122.75, 71.74, 96.46, 35.84, 140.53, 69.71 kcal/mol.